Entry from the Open Molecules 2025 dataset: a structure of composition C62H39Cl4N6O5PbSTe (wB97M-V/def2-TZVPD).

Geometry as XYZ:
```
119
C62H39Cl4N6O5PbSTe (wB97M-V/def2-TZVPD)
Pb -0.0450 0.0469 0.5455
Cl -4.8091 7.0031 -4.0540
C -4.0372 5.8031 -3.0463
C -4.6818 5.3540 -1.9068
C -4.0652 4.3899 -1.1203
C -2.8199 3.8576 -1.4578
C -2.1940 4.3485 -2.6029
C -2.7914 5.3169 -3.3994
C -2.1919 2.7851 -0.6231
C -1.1410 3.1771 0.2520
C -0.6229 4.5504 0.3524
C 0.4033 4.5266 1.2228
C 0.5385 3.1519 1.7017
C 1.4963 2.7071 2.5699
C 2.5458 3.6961 2.9670
C 2.3053 4.7433 3.8456
C 3.3025 5.6629 4.1532
C 4.5461 5.5257 3.5676
Cl 5.7974 6.6902 3.9263
C 4.8188 4.4796 2.6984
C 3.8182 3.5675 2.4089
C 1.7462 1.3603 3.0839
N 1.2424 0.2084 2.5740
C 1.8239 -0.8303 3.1978
C 1.6650 -2.2527 2.7795
C 2.4139 -3.1362 3.7517
C 3.7950 -3.2877 3.6789
C 4.4907 -4.0442 4.6108
C 3.7926 -4.6449 5.6413
Cl 4.6489 -5.6066 6.8143
C 2.4221 -4.4850 5.7593
C 1.7438 -3.7277 4.8185
C 0.3634 -2.8598 2.3149
C 0.0703 -4.2991 2.4263
C -1.1309 -4.4908 1.8646
C -1.5321 -3.2111 1.2705
N -0.5803 -2.2334 1.6769
C -2.4438 -3.1339 0.2683
C -3.2466 -0.7235 -0.4225
C -4.1062 -0.1619 -1.5296
C -3.8359 1.1317 -1.6727
C -2.7396 1.4827 -0.7269
N -2.3791 0.4013 -0.0626
C -3.4072 -4.2606 0.1271
C -4.3710 -4.4560 1.1146
C -5.3504 -5.4317 0.9843
C -5.3479 -6.2340 -0.1416
Cl -6.6023 -7.4280 -0.3453
C -4.3634 -6.1045 -1.1084
C -3.4016 -5.1163 -0.9735
C 2.7110 -0.3486 4.1851
C 2.6597 1.0407 4.1089
N -0.4442 2.3880 1.0706
H -5.6462 5.7625 -1.6356
H -4.5536 4.0350 -0.2207
H -1.2218 3.9550 -2.8780
H -2.2966 5.6896 -4.2864
H -1.0155 5.4018 -0.1824
H 1.0231 5.3559 1.5247
H 1.3267 4.8419 4.2996
H 3.1143 6.4795 4.8371
H 5.7993 4.3889 2.2508
H 4.0054 2.7454 1.7281
H 4.3557 -2.7760 2.9028
H 5.5643 -4.1524 4.5433
H 1.8933 -4.9465 6.5821
H 0.6748 -3.5891 4.9213
H 0.7200 -5.0478 2.8482
H -1.6554 -5.4229 1.7318
H -4.8912 -0.7282 -2.0141
H -4.3112 1.8301 -2.3467
H -4.3559 -3.8310 1.9992
H -6.1076 -5.5639 1.7452
H -4.3518 -6.7697 -1.9612
H -2.6086 -5.0340 -1.7071
H 3.3057 -0.9339 4.8685
H 3.1993 1.7444 4.7249
C -4.1610 -1.0120 0.7811
C -2.3910 -2.0001 -0.8308
N -0.9875 -1.7227 -0.9248
C -0.4971 -2.5519 -1.8179
C -1.4728 -3.1143 -2.6247
N -2.7477 -2.5859 -2.1430
C -1.3811 -3.8502 -3.8456
O -2.6073 -4.2100 -4.3661
O -0.3758 -4.1525 -4.4525
C 0.8826 -3.0459 -1.4408
O 1.2200 -4.1853 -1.5576
O 1.6086 -2.1093 -0.7501
H -4.7744 -0.1298 0.9702
H -3.5580 -1.2077 1.6677
H -4.8199 -1.8605 0.5876
H -3.0967 -1.8448 -2.7497
H -3.2806 -3.9666 -3.7123
Te 2.8357 -2.7245 0.7354
O 2.2735 1.3392 -0.5290
S 2.8915 0.6480 -1.7011
C 3.7093 1.9446 -2.6437
C 3.2910 3.2537 -2.4611
C 3.9371 4.2674 -3.1511
C 4.9954 3.9689 -4.0031
C 5.4133 2.6553 -4.1652
C 4.7703 1.6341 -3.4776
C 1.5273 0.3412 -2.8315
C 0.3581 1.0686 -2.6863
C -0.7328 0.7510 -3.4852
C -0.6439 -0.2820 -4.4082
C 0.5372 -1.0024 -4.5476
C 1.6303 -0.6918 -3.7529
H 2.4837 3.4632 -1.7678
H 3.6189 5.2937 -3.0183
H 5.4998 4.7649 -4.5360
H 6.2468 2.4268 -4.8169
H 5.0926 0.6048 -3.5885
H 0.2954 1.8634 -1.9499
H -1.6593 1.2985 -3.3590
H -1.5036 -0.5459 -5.0117
H 0.5848 -1.8368 -5.2343
H 2.5413 -1.2771 -3.8158
```

Summary:
HOMO energy = -4.1 eV
Total charge = -1
Relative energy (zero: lowest compared OMol25 entry of this formula, charge and spin) = 4.2962 eV